# 1
93
Properties=species:S:1:pos:R:3:forces:R:3 method="wB97M-V/def2-TZVPD" total_charge=-1 total_energy_ev=-193638.8242 mol_weight_g_mol=1055.44 e_above_lowest_ev=0.000 homo_lumo_gap_ev=6.03
Mg -0.702 1.121 -0.325 0.6305 -0.8096 0.4551
H 5.322 1.971 -4.053 0.0042 -0.0189 -0.0042
N -2.420 -0.001 0.073 -0.6047 -0.3358 0.0126
C -3.650 -2.034 0.256 -0.2884 -0.0426 0.1270
H 4.442 2.183 3.378 -0.0191 0.0059 -0.0081
N -6.764 -1.587 2.174 0.0613 0.1185 0.0219
C 2.323 -0.377 2.666 -0.0682 0.0093 0.0654
C 3.061 -1.421 3.208 -0.1887 0.1923 0.1445
C 3.239 -0.584 -3.263 -0.0151 -0.0331 -0.0259
H -1.627 -0.714 -5.054 -0.0042 0.0101 0.0082
C 5.094 -2.533 1.071 0.1582 -0.0205 -0.1053
C -1.825 3.820 0.126 0.2288 0.1660 0.2122
C -0.327 0.999 -5.187 0.0937 0.1474 0.0554
H -1.755 -1.772 -0.737 0.0269 -0.0030 0.0060
H -6.554 -0.740 2.669 0.0175 -0.0271 0.0021
C -1.701 4.999 0.869 0.4380 -0.2736 0.1341
H -5.469 5.655 -2.128 0.0450 0.0347 -0.0348
H 3.161 1.239 -0.423 -0.0543 0.0156 0.0141
O -6.042 -3.321 0.939 0.0937 0.1036 -0.0288
H -3.179 1.648 1.035 0.0031 -0.0372 -0.0010
C 2.898 -0.215 -1.966 -0.2351 0.0219 -0.0377
H 0.016 -2.940 0.190 -0.0805 -0.0922 0.0472
C -3.542 6.079 -0.214 0.0756 0.1538 0.1829
I -0.120 5.057 2.243 -0.1687 0.0617 -0.0950
C 2.813 -3.667 -0.012 0.0836 -0.0503 0.0405
C -0.756 -4.752 2.945 -0.0484 -0.0732 -0.0160
C 4.650 1.353 -3.467 0.0471 0.0415 0.0089
C 0.924 -0.130 0.117 0.4675 -1.3913 0.0508
C 4.055 1.171 3.329 -0.0124 0.0492 -0.0746
H -0.562 -4.053 4.969 -0.0043 -0.0114 -0.0067
C -0.600 -4.438 1.606 -0.0373 -0.0217 0.0168
H 2.810 -1.488 -3.679 -0.0386 0.0243 0.0015
C 4.156 -1.732 0.438 0.0486 -0.1428 -0.1423
Br 0.959 3.337 -2.065 0.1401 0.0894 -0.0780
H 4.330 -0.666 0.363 -0.0123 -0.0062 0.0761
H 4.854 -1.990 4.235 0.0064 0.0046 -0.0304
C -5.854 -2.196 1.364 -0.3361 -0.2434 0.1645
C -1.106 0.072 -4.525 -0.0326 -0.2087 0.2415
H 5.986 -2.083 1.490 -0.0200 0.0075 0.0009
H -3.748 -3.086 0.029 0.0366 0.0018 -0.0220
C 4.286 -1.168 3.813 0.0247 -0.0105 0.1472
H 2.230 1.732 2.333 0.0382 0.0238 -0.0190
C 0.046 -2.568 3.553 0.0145 -0.1073 -0.0830
O -1.028 2.829 0.281 -0.8596 1.3417 0.0733
N -0.572 1.077 -2.424 0.0693 0.1599 -0.6728
C 3.002 -2.292 -0.105 -0.0200 0.0014 0.0432
H -4.059 1.708 -3.046 -0.0554 0.0176 0.0008
H -7.545 -2.138 2.481 0.0136 -0.0466 0.0037
H -1.818 -0.544 -2.595 0.0791 -0.1673 0.0647
C -1.185 0.134 -3.142 -0.1932 0.2139 -0.3248
C -2.560 -1.303 -0.177 0.1634 -0.0013 -0.0358
Cl -4.559 7.488 -0.404 -0.0421 0.0408 -0.0027
C 3.450 0.943 -1.425 -0.0169 -0.0022 -0.0261
H -1.144 -5.721 3.236 0.0099 -0.0058 -0.0056
C 2.829 0.923 2.737 0.0637 -0.0283 0.0517
H 5.754 0.306 4.327 -0.0130 0.0180 0.0221
H -5.186 0.513 1.870 0.0092 0.0515 -0.0327
C -4.469 -0.049 1.288 -0.1388 -0.1628 -0.0203
H 4.749 2.618 -1.734 0.0006 -0.0018 -0.0115
C -3.349 0.602 0.812 -0.0762 0.0782 0.0614
H -0.866 -5.159 0.841 0.0202 -0.0051 -0.0058
H -2.369 6.993 1.306 -0.0114 0.0061 0.0023
S -0.562 0.653 2.668 -0.3692 0.3823 0.3669
C -2.530 6.107 0.708 -0.1936 0.0298 -0.1757
C -4.887 3.691 -2.730 -0.0816 0.0956 0.0038
C 4.886 -3.899 1.186 0.0003 0.0463 -0.0023
H 1.943 -4.114 -0.476 0.0078 0.0484 0.0264
C 0.166 1.960 -3.079 -0.0053 0.1642 -0.0636
H 0.268 -1.816 4.300 -0.0175 -0.0194 0.0357
H 5.610 -4.519 1.700 0.0161 -0.0072 -0.0223
C 4.790 0.120 3.868 0.0339 -0.1036 0.0256
C 0.226 -2.254 2.204 -0.1664 0.1228 0.0041
H 2.683 -2.435 3.158 0.0503 -0.0237 -0.0480
P 1.748 -1.227 -0.932 0.1182 0.8694 0.2699
C 4.331 1.716 -2.167 -0.0035 0.0572 0.0135
C 0.329 1.975 -4.452 -0.0162 -0.1639 -0.1597
C 4.104 0.200 -4.013 0.0388 -0.0352 -0.0373
C -4.780 4.833 -1.986 -0.0265 -0.1039 -0.0126
S 0.717 -2.428 -2.150 -0.3012 -0.0888 -0.4573
H 0.944 2.727 -4.922 0.0169 0.0051 0.0419
H -0.235 0.974 -6.265 0.0268 0.0060 0.0020
C 3.742 -4.465 0.640 -0.0106 -0.0532 0.0510
N -3.069 2.684 -1.557 0.1589 -0.2341 -0.2612
H 3.574 -5.532 0.718 -0.0058 0.0042 -0.0110
C -2.912 3.811 -0.837 -0.1008 0.2552 0.1425
C -3.765 4.939 -1.010 0.1091 -0.2118 -0.0237
C -0.430 -3.815 3.920 0.0271 0.0612 0.0808
H 4.358 -0.090 -5.027 -0.0207 -0.0053 0.0096
C -0.109 -3.191 1.237 0.0512 0.0896 0.1022
C -3.998 2.632 -2.477 0.0986 -0.0893 0.0865
P 0.724 -0.539 1.764 0.5943 -0.0835 -0.3309
H -5.647 3.591 -3.493 -0.0044 -0.0108 0.0022
C -4.645 -1.399 0.991 0.4578 0.1658 -0.2689

# 2
92
Properties=species:S:1:pos:R:3:forces:R:3 method="wB97M-V/def2-TZVPD" total_charge=-1 total_energy_ev=-57140.0953 mol_weight_g_mol=612.82 homo_lumo_gap_ev=3.83
C -1.411 1.936 -0.422 0.8122 0.1439 -0.1176
H 8.132 0.144 -7.960 -0.0078 0.0075 -0.0010
C -13.488 4.422 5.681 -0.0023 0.0009 0.0120
C 2.322 -5.118 1.004 -0.0397 0.0018 0.0123
H 2.196 3.162 0.955 -0.2792 -0.0249 0.1776
C 5.905 0.189 -0.773 -0.0229 -0.0528 0.0046
H -6.992 4.557 2.652 -0.0022 -0.0022 -0.0010
H -1.432 0.161 3.281 -0.0176 -0.1576 -0.0393
C 1.441 -8.236 -2.349 -0.0249 -0.0128 0.0083
H -2.201 -8.420 -1.088 0.0033 0.0046 0.0005
H -3.478 2.245 0.366 -0.1164 0.1847 -0.3212
H -13.769 6.517 5.320 -0.0038 -0.0042 -0.0039
C -13.299 5.604 4.979 -0.0077 -0.0011 -0.0106
C -0.018 1.585 -0.694 -0.1890 -0.8680 -0.1259
H 0.677 -4.032 1.853 -0.0047 0.0385 -0.0127
C -1.179 -8.368 -1.442 0.0149 -0.0109 -0.0052
H 1.362 -6.161 -1.805 -0.0136 0.0027 0.0177
C 7.675 1.023 -2.172 0.0094 -0.0118 -0.0296
C 2.198 1.040 0.268 -0.6661 -0.3421 1.1220
H -5.003 3.243 2.000 0.0067 -0.0109 0.0213
H 8.198 1.027 -3.121 0.0173 -0.0155 0.0121
H 5.798 1.021 1.200 -0.0279 0.0059 -0.0142
H -5.115 0.772 1.969 0.0020 0.0113 0.0044
H 4.234 -1.770 1.132 -0.0264 0.0066 0.0146
H 2.463 -8.183 -2.703 -0.0015 0.0041 0.0045
H 5.048 -0.457 -0.629 -0.0332 0.0566 -0.0213
H 2.724 0.148 0.624 0.3450 0.0353 -0.2345
H 9.787 1.624 -9.046 0.0044 -0.0046 0.0071
C -7.042 3.476 2.631 0.0162 0.0027 -0.0129
C 7.824 1.457 -6.292 0.0005 -0.0170 0.0059
C 9.338 1.913 -8.104 0.0070 0.0009 0.0075
N -1.483 0.607 2.368 0.3611 -0.7956 0.0250
C 9.694 3.113 -7.505 0.0006 -0.0045 -0.0035
O 1.100 0.154 3.044 -0.6302 -0.6156 -0.7336
C -5.923 2.738 2.266 -0.0842 -0.0229 0.0346
C -8.223 2.828 2.968 -0.0282 0.0196 -0.0076
H 8.957 2.497 -1.285 -0.0025 -0.0028 -0.0018
C 8.177 2.659 -5.695 -0.0028 0.0241 0.0351
H -12.365 6.535 3.287 0.0073 -0.0044 0.0014
H 3.763 2.453 0.661 -0.0007 0.0854 0.0941
C -5.989 1.350 2.247 0.1515 -0.0413 -0.0614
C 3.631 -5.051 0.545 0.0193 -0.0383 -0.0258
H 10.424 3.759 -7.977 -0.0044 0.0001 0.0010
C -11.903 4.444 3.403 0.0109 -0.0089 -0.0136
H 5.342 -3.791 0.236 -0.0006 -0.0014 -0.0007
H 1.694 0.698 3.561 -0.1149 0.3088 0.1134
H 1.785 -6.060 0.972 0.0100 -0.0031 -0.0117
C -12.879 3.252 5.248 -0.0011 -0.0061 -0.0017
H -9.211 0.937 3.198 0.0056 -0.0016 0.0101
H 0.568 2.475 -0.963 -0.1941 0.2807 0.2005
C 9.115 3.485 -6.299 0.0071 0.0001 -0.0143
C -12.084 3.263 4.110 -0.0056 0.0089 -0.0112
H 7.761 2.490 0.878 -0.0138 0.0080 -0.0051
C 4.319 -3.846 0.591 0.0083 0.0380 -0.0078
H 7.721 2.952 -4.757 -0.0044 -0.0091 -0.0028
C -12.509 5.614 3.838 -0.0058 0.0039 0.0085
H 1.233 -10.325 -2.790 -0.0012 0.0007 0.0084
C 7.428 1.846 0.073 0.0022 -0.0047 -0.0080
H 4.115 -5.938 0.152 -0.0028 -0.0007 0.0099
C -0.489 -7.165 -1.397 -0.0320 0.0044 0.0242
H -11.607 2.351 3.774 0.0021 0.0068 -0.0065
C 3.696 -2.710 1.093 0.0070 -0.1191 -0.0114
H 6.249 -0.458 -2.788 -0.0131 0.0043 0.0066
H 2.465 1.210 -0.776 -0.0923 -0.2422 -0.1453
C 2.384 -2.773 1.543 -0.0378 0.1687 0.1004
C 1.699 -3.980 1.500 0.0676 -0.0762 -0.0272
C 8.101 1.850 -1.141 0.0014 0.0132 -0.0029
H -0.973 -6.276 -1.011 0.0222 0.0045 0.0060
C 2.763 2.242 1.073 0.9584 -0.1167 -0.9596
H -13.024 2.330 5.798 0.0052 0.0033 0.0003
H 9.394 4.420 -5.830 -0.0111 -0.0003 -0.0022
H -11.287 4.452 2.512 -0.0002 -0.0045 0.0047
C 8.406 1.083 -7.496 -0.0007 -0.0023 -0.0101
H 1.898 -1.884 1.928 -0.0394 0.0339 -0.0709
C -8.288 1.442 2.939 -0.0018 0.0077 0.0021
H -7.218 -0.379 2.560 0.0151 0.0027 -0.0015
H 7.095 0.812 -5.819 -0.0035 0.0115 0.0027
H -9.094 3.406 3.253 0.0120 0.0011 0.0214
H -0.040 0.979 -1.606 0.0497 0.0889 -0.2040
C 0.675 0.720 0.397 0.0873 0.4809 0.5065
C 6.579 0.190 -1.986 0.0190 0.0213 -0.0019
H -2.046 1.435 2.508 0.0355 0.1438 -0.0254
P 0.150 1.182 2.051 0.6923 1.3246 -0.0132
C 0.750 -9.439 -2.397 0.0139 -0.0115 0.0027
C -7.169 0.703 2.581 -0.0434 0.0320 0.0087
H -14.109 4.412 6.568 0.0116 0.0016 0.0032
C -2.542 2.199 -0.136 -0.7083 -0.0545 0.4816
C -0.559 -9.507 -1.940 -0.0080 0.0029 -0.0057
H 2.936 2.018 2.121 -0.3272 0.0712 0.2241
H -1.096 -10.446 -1.972 0.0004 0.0035 -0.0057
C 0.822 -7.099 -1.847 0.0472 0.0388 -0.0368
C 6.328 1.019 0.256 0.0325 -0.0332 0.0222

The following maximum force values (in eV/Å) correspond, in order, to the records above: 1.60 1.49.